No. 1
Below is C23H25AsCl2N5O10S6Ta as an isolated structure, with properties calculated with ωB97M-V/def2-TZVPD.

Summary:
Energy above the lowest of the compared OMol25 structures with the same formula, charge and spin, kJ/mol: 0.0
Highest occupied orbital energy, Eh: -0.124
Total charge: -2
Orbital gap, eV: 7.4518
Calculated total energy, eV: -204642.2402

CARTESIAN COORDINATES (ANGSTROEM)
Ta 0.94815 1.83685 1.18967
S 6.13772 0.93324 1.03460
As 4.35401 1.99381 1.05208
S 2.86768 1.60126 -0.47558
S 2.92389 1.56756 2.66556
S 4.72122 4.18400 1.03142
O -2.45042 2.19446 -4.30987
C -2.16641 0.91559 -4.46934
O -2.77787 0.22821 -5.25703
C -1.04773 0.36404 -3.64946
C -0.54215 -0.91246 -3.77329
Cl -1.11158 -2.14527 -4.80467
N 0.50391 -1.04842 -2.91048
N 0.68219 0.09324 -2.22506
C -0.23565 0.93274 -2.62519
C -0.29510 2.28308 -1.96579
O -0.87459 3.20238 -2.57161
O 0.26949 2.44619 -0.84333
C 1.36082 -2.13637 -2.53255
C 1.39198 -3.36821 -3.17483
C 2.25984 -4.35598 -2.72140
C 3.09820 -4.13138 -1.64359
C 3.06074 -2.89620 -1.01053
C 2.19745 -1.90598 -1.44191
H -1.79085 2.65039 -3.68856
H 0.75934 -3.58439 -4.01146
H 2.26959 -5.31295 -3.22961
H 3.77154 -4.90634 -1.29838
H 3.70652 -2.68730 -0.16627
H 2.16516 -0.95292 -0.93623
N 2.12727 4.92083 -1.04269
C 1.23196 5.70788 -0.21361
C 0.54215 4.89934 0.87088
O -0.46009 5.28914 1.40889
O 1.17260 3.77238 1.20692
H 2.34642 5.41461 -1.89768
H 1.69997 4.03138 -1.28368
H 3.64991 4.44142 0.22283
H 0.42532 6.22063 -0.74480
H 1.81280 6.47186 0.31760
C 0.11976 -4.29024 1.25727
C -1.37936 -4.46974 1.05061
C -2.18060 -3.16751 0.78968
C -3.65850 -3.51363 0.58648
C -4.53475 -2.29790 0.32019
C -2.04309 -2.29164 2.02471
O -2.61938 -2.53538 3.06397
N -1.19154 -1.22027 1.90901
C -0.47349 -0.96382 0.76104
O 0.46293 -0.06969 0.92168
N -0.65200 -1.54050 -0.38128
C -1.60330 -2.53104 -0.47952
O -1.94019 -2.97125 -1.56308
H 0.59266 -5.25873 1.43113
H 0.33916 -3.66440 2.12539
H 0.60407 -3.84065 0.38852
H -1.83120 -4.94325 1.92634
H -1.56363 -5.11751 0.18966
H -3.99944 -4.03624 1.48255
H -3.70947 -4.20455 -0.25606
H -4.50069 -1.59270 1.15325
H -5.57639 -2.59688 0.18795
H -4.22182 -1.77635 -0.58564
H -1.04199 -0.61635 2.71554
Cl -1.40409 2.17081 1.36791
C -0.42475 4.75489 4.66117
O 0.03865 3.55392 4.03989
C -0.18660 2.38714 4.62429
S -0.89096 2.21087 6.11695
S 0.35778 1.04493 3.68284
H -0.38268 5.50254 3.87706
H 0.22828 5.00988 5.49732
H -1.43878 4.62289 5.03123

---

No. 2
Below is C23H25BrN2O3SZn as an isolated structure, with properties calculated with ωB97M-V/def2-TZVPD.

Summary:
Highest occupied orbital energy, Eh: -0.484
Total charge: +2
Orbital gap, eV: 1.8503
Calculated total energy, eV: -162654.3449

CARTESIAN COORDINATES (ANGSTROEM)
C 5.38534 -2.82377 -0.18395
C 4.81907 -1.55729 0.42319
O 5.00343 -1.29573 1.58656
O 4.06188 -0.76635 -0.42626
C 4.33724 0.60582 -0.30377
C 3.06219 1.42390 -0.63693
C 2.88381 2.62376 0.30643
C 2.33185 2.12784 1.68227
C 0.88641 2.63049 1.93591
C -0.11195 2.16389 0.91040
C -0.56195 0.82787 0.91743
C -0.09419 -0.21775 1.91277
C 0.20465 -1.59851 1.28186
O 0.11692 -2.58171 1.95867
Br 0.76202 -1.79531 -0.58079
C -1.51878 0.43152 -0.00642
C -2.08242 1.26360 -0.95431
C -3.14842 0.82588 -1.91789
C -3.70886 -0.49390 -1.47688
C -3.55076 -1.62477 -2.26471
C -4.04284 -2.80323 -1.79341
C -4.68243 -2.92915 -0.55712
C -5.18441 -4.23917 -0.03524
C -4.86006 -1.78798 0.21747
C -4.36963 -0.60553 -0.24430
C -1.60064 2.59980 -0.98388
N -1.96127 3.55588 -1.81511
S -1.13072 4.88201 -1.45813
N -0.27662 4.32734 -0.18872
C -0.61860 3.06808 -0.05603
H 4.82209 -3.13495 -1.06923
H 5.30124 -3.63927 0.53353
H 6.42663 -2.67415 -0.47672
H 4.67774 0.89487 0.70794
H 5.11904 0.91536 -1.03291
H 3.12900 1.81947 -1.65586
H 2.20725 0.73745 -0.60478
H 2.18616 3.30732 -0.18388
H 3.84721 3.11372 0.50976
H 2.41137 1.03751 1.68898
H 2.95020 2.50888 2.49911
H 0.85217 3.71851 2.01060
H 0.50414 2.22870 2.88540
H 0.72994 0.13457 2.52600
H -0.95494 -0.40055 2.56738
H -1.81535 -0.61039 0.05275
H -3.94984 1.58180 -1.91246
H -2.69694 0.74107 -2.91309
H -3.03435 -1.55227 -3.21464
H -3.89565 -3.68308 -2.41474
H -5.76556 -4.76857 -0.79488
H -5.73713 -4.09898 0.89303
H -4.33747 -4.89316 0.21887
H -5.35027 -1.84775 1.18140
H -4.46219 0.30923 0.33870
Zn 6.48530 2.01710 0.41066

---

No. 3
Below is C23H25BrN5O3Ti as an isolated structure, with properties calculated with ωB97M-V/def2-TZVPD.

Summary:
Energy above the lowest of the compared OMol25 structures with the same formula, charge and spin, kJ/mol: 48.0
Highest occupied orbital energy, Eh: -0.603
Total charge: +3
Orbital gap, eV: 5.5950
Calculated total energy, eV: -130985.2977

CARTESIAN COORDINATES (ANGSTROEM)
Ti 0.04458 -0.22086 -0.43033
C 1.59085 3.84070 -0.31838
C 1.40907 2.37957 -0.44667
N 0.41139 1.72316 0.04199
N -0.50767 2.32548 0.87705
C -1.18018 1.38572 1.45551
O -0.88784 0.09233 1.08378
C -2.19017 1.60091 2.46216
C -2.85261 0.51037 3.03559
C -3.80965 0.72610 4.00836
C -4.10482 2.02565 4.40564
C -3.45349 3.11341 3.83181
C -2.49547 2.90834 2.85954
C 2.38301 1.47668 -1.11283
C 3.60162 1.87946 -1.59423
C 4.46771 0.91552 -2.12335
C 4.08177 -0.40973 -2.13771
C 2.83994 -0.74818 -1.61897
N 2.00848 0.16858 -1.11145
H 0.93196 4.23877 0.44687
H 2.62508 4.09635 -0.08809
H 1.33889 4.31187 -1.27485
H -2.61489 -0.49760 2.72220
H -4.32706 -0.10909 4.45958
H -4.85129 2.19395 5.17084
H -3.69605 4.11880 4.14694
H -1.98187 3.74612 2.40851
H 3.88466 2.92256 -1.56769
H 5.43535 1.20962 -2.50958
H 4.72549 -1.18345 -2.53259
H 2.49822 -1.77416 -1.60520
O -2.55596 -0.01372 -6.03057
C -1.90883 0.01142 -4.89130
C -0.62352 0.55517 -4.71400
C -0.06176 0.52807 -3.47258
N -0.68956 0.00168 -2.38437
C -1.92328 -0.51153 -2.59156
Br -2.72002 -1.19113 -1.03269
C -2.57345 -0.54212 -3.78417
H -2.06892 0.38890 -6.76511
H -0.07940 0.99334 -5.53995
H 0.92225 0.94359 -3.31103
H -3.56277 -0.96437 -3.89024
C 1.03648 -4.09314 2.83968
N 1.04872 -2.92973 1.91449
C 1.83880 -1.78581 2.39345
C 0.46247 -2.99725 0.76649
C -0.25033 -4.21454 0.29045
O 0.46427 -1.96492 -0.06226
H 1.22805 -3.71719 3.83981
H 1.82368 -4.79074 2.55781
H 0.06900 -4.58390 2.82257
H 2.86142 -2.12134 2.55891
H 1.41712 -1.43911 3.33392
H 1.83588 -0.97488 1.67668
H 0.34762 -5.11038 0.45470
H -0.47614 -4.11045 -0.76592
H -1.18684 -4.33287 0.84230

---

No. 4
Below is a 4-piece molecular cluster, C23H25ClF24O9 overall, with properties calculated with ωB97M-V/def2-TZVPD.

Summary:
Energy above the lowest of the compared OMol25 structures with the same formula, charge and spin, kJ/mol: 714.4
Highest occupied orbital energy, Eh: -0.375
Orbital gap, eV: 8.8427
Calculated total energy, eV: -120417.3899

CARTESIAN COORDINATES (ANGSTROEM)
F 0.12409 -2.12623 0.88815
C -0.77533 -2.53676 1.81075
F -0.05781 -2.87469 2.91655
C -1.60459 -3.72256 1.32742
F -0.82696 -4.81810 1.11590
F -2.46819 -4.07308 2.32933
C -2.44868 -3.45351 0.07293
O -1.88503 -3.88271 -1.16971
C -0.97076 -2.97093 -1.77507
F -1.03187 -1.78200 -1.12795
F -1.45501 -2.73819 -3.02595
C 0.45406 -3.53013 -1.86920
F 0.94853 -3.84795 -0.64532
F 1.30592 -2.61621 -2.40469
H -1.41216 -1.68944 2.07783
H -3.36009 -4.05496 0.17802
H -2.80914 -2.41914 0.02386
H 0.48254 -4.43140 -2.48741
F 6.33349 -4.91337 -0.22996
C 4.99520 -5.06266 -0.35391
F 4.72657 -6.35834 -0.03628
C 4.50207 -4.74310 -1.76178
F 5.01573 -5.60948 -2.67567
F 3.14795 -4.93793 -1.79164
C 4.76477 -3.30367 -2.22832
O 5.92237 -3.10752 -3.04536
C 7.14977 -2.94063 -2.33875
F 6.88631 -2.77118 -1.02044
F 7.66588 -1.75677 -2.76944
C 8.15175 -4.06941 -2.60999
F 7.64598 -5.28101 -2.26412
F 9.28781 -3.90297 -1.88245
H 4.50364 -4.43227 0.39161
H 3.92522 -3.03113 -2.87972
H 4.71678 -2.58070 -1.40535
H 8.42297 -4.10833 -3.66838
F 5.16677 3.43645 -5.10966
C 5.60284 4.64288 -4.68181
F 6.05006 5.29889 -5.78701
C 6.71374 4.52500 -3.64286
F 7.82411 3.94127 -4.16824
F 7.09726 5.78921 -3.28624
C 6.31900 3.78898 -2.35403
O 6.68215 2.40737 -2.28102
C 5.76998 1.50083 -2.89731
F 4.62895 2.16060 -3.21167
F 5.42733 0.60671 -1.92958
C 6.38246 0.75905 -4.09160
F 6.80840 1.62065 -5.05057
F 5.47046 -0.05716 -4.68294
H 4.74994 5.20267 -4.28936
H 6.88620 4.26049 -1.54199
H 5.26907 3.95158 -2.08298
H 7.23749 0.15258 -3.78112
C -7.14016 4.81362 6.27475
C -8.30488 5.44088 5.31096
O -8.04461 5.38347 3.87030
C -7.81570 4.02908 3.36686
C -8.79920 2.86505 3.96146
O -9.13283 1.83616 2.96380
C -8.37193 0.58750 3.17942
O -8.15383 -0.12287 1.87777
C -7.24101 0.70417 1.02279
O -7.69292 1.75622 0.28472
O -5.79156 0.44564 0.96021
C -5.00701 1.62765 1.36651
C -3.92763 1.11107 2.53194
O -2.90707 0.34574 2.08383
Cl -4.15786 1.53966 4.35123
H -6.34790 5.61657 6.65130
H -7.69121 4.44981 7.26924
H -6.58901 3.87092 5.85680
H -8.36474 6.60172 5.58490
H -9.37378 5.01509 5.63198
H -6.70518 3.64678 3.50986
H -7.99541 4.05699 2.19141
H -8.24422 2.41622 4.91823
H -9.84234 3.28475 4.36113
H -7.37029 0.73754 3.78639
H -9.07390 -0.12293 3.83077
H -4.32386 2.01552 0.47825
H -5.64996 2.53838 1.72770